{
  "formula": "Cl2HO3PS",
  "method": "ωB97M-V/def2-TZVPD",
  "orbital_gap_ev": [4.606, 4.610],
  "fmax_ev_per_a": 3.477,
  "homo_ev": [-8.414, -8.416],
  "e_tot_ha": -1886.0731,
  "charge": 0,
  "species": ["O", "O", "O", "P", "S", "Cl", "Cl", "H"],
  "coordinates": [[0.74337, 1.11376, 0.12267], [-1.50539, 0.09286, 0.73960], [0.39045, -0.31491, -2.05389], [0.09088, 0.09912, 1.09554], [0.49441, 0.19076, 2.96973], [-2.55056, -1.24469, 1.12949], [1.66839, -0.57901, -3.01762], [0.66845, 0.64211, -0.98552]],
  "forces_ev_per_a": [[-0.90, -2.31, 0.12], [0.34, -1.34, -0.35], [-0.60, 1.79, 2.92], [-0.64, 3.24, 0.52], [0.08, -0.98, -1.17], [1.11, 1.03, -0.11], [0.91, -0.13, -0.51], [-0.29, -1.31, -1.42]]
}

---

{
  "formula": "Cl2HOP",
  "method": "ωB97M-V/def2-TZVPD",
  "orbital_gap_ev": 9.888,
  "fmax_ev_per_a": 1.422,
  "homo_ev": -10.893,
  "e_tot_ha": -1337.6118,
  "charge": 0,
  "species": ["O", "P", "Cl", "Cl", "H"],
  "coordinates": [[0.48152, -1.79517, 0.10644], [1.50733, -0.78209, 0.26101], [1.54137, 0.26874, -1.42980], [-2.23715, 0.73231, 0.55541], [-1.29308, 1.57621, 0.50694]],
  "forces_ev_per_a": [[-0.49, -0.71, 0.17], [0.32, -0.21, 0.95], [0.16, 0.88, -1.11], [-0.24, -0.26, 0.02], [0.25, 0.30, -0.03]]
}

---

{
  "formula": "Cl2HOPS",
  "method": "ωB97M-V/def2-TZVPD",
  "orbital_gap_ev": 8.466,
  "fmax_ev_per_a": 1.360,
  "homo_ev": -9.525,
  "e_tot_ha": -1735.7796,
  "charge": 0,
  "species": ["O", "P", "Cl", "S", "Cl", "H"],
  "coordinates": [[1.85161, -0.86803, 0.72438], [2.34275, 0.45101, 1.15344], [2.06902, 1.79463, -0.34878], [-2.70903, -0.89107, -0.19126], [-0.85413, 0.03882, 0.12272], [-2.70023, -0.52535, -1.46051]],
  "forces_ev_per_a": [[0.53, 0.69, 0.27], [-0.08, -1.03, 0.19], [-0.03, 0.33, -0.36], [1.06, 0.49, 0.55], [-1.25, -0.52, -0.12], [-0.22, 0.03, -0.53]]
}

---

{
  "formula": "Cl2INa8O20S5",
  "method": "ωB97M-V/def2-TZVPD",
  "orbital_gap_ev": 4.984,
  "fmax_ev_per_a": 5.186,
  "homo_ev": 1.707,
  "e_tot_ha": -6012.8845,
  "charge": -5,
  "species": ["Na", "Na", "Na", "Na", "Na", "Na", "Na", "Na", "I", "Cl", "Cl", "S", "O", "O", "O", "O", "S", "O", "O", "O", "O", "S", "O", "O", "O", "O", "S", "O", "O", "O", "O", "S", "O", "O", "O", "O"],
  "coordinates": [[-10.77610, 5.62125, -2.60415], [-12.11996, 15.92856, -0.58524], [-13.74636, 11.13267, -1.81949], [-11.13912, 3.58831, -0.15983], [-12.85617, 15.98765, -4.15997], [-10.68621, 11.05224, -4.89378], [-14.10476, 7.31676, -2.15293], [-9.56827, 15.75807, -2.96242], [-6.11464, 15.00558, 1.93859], [-14.19010, 10.37434, 0.79236], [-14.46753, 15.00931, -2.01779], [-10.22596, 13.88796, -5.19562], [-10.32633, 13.17119, -3.88099], [-9.05658, 14.74371, -5.01144], [-10.01460, 12.93879, -6.31086], [-11.45761, 14.61260, -5.59153], [-14.00777, 4.60533, -1.67789], [-13.95646, 5.74622, -0.77284], [-12.87036, 4.78052, -2.62153], [-13.73916, 3.29805, -0.92998], [-15.29562, 4.60184, -2.39703], [-11.96527, 18.24400, -2.55515], [-12.92934, 18.44065, -3.64471], [-12.51373, 18.17999, -1.16371], [-11.34218, 16.80684, -2.64104], [-10.89707, 19.22169, -2.81230], [-12.21411, 9.19331, -3.56035], [-11.76786, 7.96227, -3.01996], [-11.58657, 10.40957, -2.92035], [-12.03515, 9.20892, -5.00892], [-13.75163, 9.33558, -3.29770], [-8.49794, 3.73106, -0.95514], [-9.13525, 2.64409, -0.20026], [-7.84318, 3.13926, -2.10931], [-9.67062, 4.52282, -1.47497], [-7.65108, 4.62740, -0.21546]],
  "forces_ev_per_a": [[-1.37, 1.32, -0.99], [-0.69, 0.28, -0.77], [0.37, -0.24, 0.23], [-0.89, -0.07, -0.37], [0.13, -0.34, 0.07], [0.10, 0.66, -0.02], [0.33, 0.72, -0.45], [0.35, -0.62, -0.73], [0.15, 0.16, 0.13], [-0.15, 0.19, -0.32], [0.35, -0.03, 0.04], [-0.25, -1.32, -0.36], [-1.01, 0.11, -0.49], [0.92, 1.97, -0.22], [0.50, -1.07, 0.22], [-0.41, 1.05, 1.21], [0.86, -2.86, 0.01], [-0.20, 0.68, 1.79], [0.23, 0.10, -0.70], [-0.40, 1.42, -0.41], [0.09, -0.19, 0.05], [1.84, -0.79, 0.30], [-1.06, -1.06, 0.31], [-0.09, 1.06, -0.74], [-0.62, 0.83, -0.39], [0.03, -0.16, 1.22], [-3.78, 3.55, 0.14], [1.19, -3.01, 1.70], [-0.40, -1.29, -0.58], [0.76, 0.44, -1.08], [1.71, -0.41, 0.19], [-0.49, 0.01, -2.29], [-0.34, -1.04, 2.04], [1.09, -0.37, -0.81], [0.26, 0.02, 0.73], [0.88, 0.30, 1.32]]
}

---

{
  "formula": "Cl2NO3P",
  "method": "ωB97M-V/def2-TZVPD",
  "orbital_gap_ev": 9.430,
  "fmax_ev_per_a": 2.922,
  "homo_ev": -10.704,
  "e_tot_ha": -1542.1656,
  "charge": 0,
  "species": ["O", "N", "O", "P", "O", "Cl", "Cl"],
  "coordinates": [[0.44422, -1.71884, 0.73534], [0.86695, -0.60799, 0.76327], [1.94080, -0.20499, 1.05034], [-0.56326, 0.68232, -0.29856], [-0.90588, 2.04643, 0.03158], [0.32877, 0.49617, -1.97224], [-2.11159, -0.69311, -0.30973]],
  "forces_ev_per_a": [[0.04, -0.79, 0.43], [-2.01, 1.22, -1.60], [0.62, 0.55, 0.40], [-0.50, -2.07, 2.00], [-0.05, 0.40, 0.64], [0.95, -0.30, -1.92], [0.95, 0.99, 0.05]]
}

---

{
  "formula": "Cl2O3S2",
  "method": "ωB97M-V/def2-TZVPD",
  "orbital_gap_ev": [8.383, 8.384],
  "fmax_ev_per_a": 1.690,
  "homo_ev": [-10.433, -10.433],
  "e_tot_ha": -1942.4172,
  "charge": 0,
  "species": ["O", "O", "O", "S", "S", "Cl", "Cl"],
  "coordinates": [[1.74535, -1.57285, -0.54094], [-0.82602, 0.86081, 1.10127], [-0.27939, 0.29136, -1.12187], [1.03866, -0.60810, 0.24312], [-1.41285, 0.86247, -0.21782], [2.30929, 0.99964, 0.59148], [-2.57503, -0.83333, -0.05524]],
  "forces_ev_per_a": [[-0.29, 0.68, 0.04], [0.04, 1.23, 1.15], [1.21, -0.29, 0.77], [-0.07, 0.03, -0.87], [0.46, -0.56, -0.43], [-0.59, -0.52, -0.38], [-0.75, -0.56, -0.27]]
}